An isolated molecule of C3H2O2S in a non-equilibrium geometry. Source: OMol25; level of theory: wB97M-V/def2-TZVPD.

**HOMO**: -8.91 eV
**E_LUMO**: 0.8 eV
**Energy relative to the best compared isomer or geometry (same formula, charge and spin)**: 52.1 kJ/mol
**Net charge**: 0

Last column: Löwdin charge in e.
Element x y z (Å)
S 1.2408 0.2825 -2.5621  0.72
C 0.5356 0.1249 -1.1079  -0.89
O 0.3720 -1.0334 -0.4235  0.01
C -0.2709 -0.7385 0.7625  -0.05
C -0.4887 0.5775 0.7870  -0.06
O 0.0078 1.1269 -0.3624  0.01
H -0.4817 -1.5700 1.3949  0.13
H -0.9150 1.2300 1.5116  0.13